120
Properties=species:S:1:pos:R:3 method="wB97M-V/def2-TZVPD" total_charge=+1 gap_ha="0.196 / 0.222" lumo_ha="-0.1296 / -0.1186" multiplicity=2 homo_ev="-8.9 / -9.3" e_tot_ha=-3547.3640
Re -0.1788 0.9466 -0.4575
C 1.8864 -2.8179 -0.1879
C 1.9912 -1.8350 0.9731
C 2.3633 -0.4134 0.5358
N 1.3353 0.5868 0.8371
C 1.4795 1.3800 1.9105
C 2.3052 1.0265 2.9786
C 2.6249 1.7064 4.1476
C 2.2842 2.9837 4.5414
C 1.5033 3.8841 3.8324
C 0.7969 3.7087 2.6561
C 0.6378 2.5754 1.8426
N -0.2413 2.5280 0.8377
C -1.1704 3.6495 0.6434
C -2.4059 3.2664 -0.1497
C -2.2023 2.9840 -1.6222
N -1.3365 1.8350 -1.8759
C -1.1255 1.4523 -3.1480
C -1.7814 2.0711 -4.2133
C -1.7314 1.8577 -5.5899
C -0.8895 1.0552 -6.3258
C 0.1131 0.2468 -5.8030
C 0.4004 -0.0707 -4.4908
C -0.2116 0.3004 -3.2681
N 0.1011 -0.3079 -2.1157
C 0.8396 -1.5844 -2.2371
C 0.6675 -2.5921 -1.0906
H 2.8046 -2.7763 -0.7874
H 1.8316 -3.8314 0.2236
H 1.0297 -1.7920 1.4892
H 2.7281 -2.2059 1.6917
H 3.3242 -0.1140 0.9677
H 2.4938 -0.3769 -0.5411
H 2.7237 0.0306 2.9093
H 3.2501 1.1526 4.8397
H 2.6824 3.3247 5.4895
H 1.4114 4.8709 4.2748
H 0.2693 4.5877 2.3166
H -1.5148 4.0038 1.6139
H -0.6538 4.4863 0.1547
H -2.8828 2.4111 0.3252
H -3.1066 4.1022 -0.0806
H -3.1865 2.8056 -2.0601
H -1.7891 3.8752 -2.1109
H -2.4881 2.8347 -3.9197
H -2.4401 2.4461 -6.1644
H -0.9991 1.0781 -7.4042
H 0.7578 -0.2325 -6.5366
H 1.2439 -0.7298 -4.3767
H 0.4888 -2.0727 -3.1433
H 1.9074 -1.3775 -2.3870
H -0.1952 -2.3067 -0.4844
H 0.4093 -3.5487 -1.5491
C 4.2344 3.1159 -5.3579
N 2.9967 2.7524 -4.6724
N 3.0755 2.1417 -3.4268
C 1.9444 2.4564 -2.6932
O 1.7062 1.9684 -1.5665
C 1.2113 3.3835 -3.4953
C 1.8896 3.5436 -4.6631
C 1.5814 4.4240 -5.8244
C 3.8993 0.9983 -3.2299
C 4.0760 0.0703 -4.2504
C 4.8827 -1.0386 -4.0366
C 5.4990 -1.2265 -2.8042
C 5.3110 -0.2949 -1.7914
C 4.5195 0.8265 -2.0035
H 4.9861 2.3605 -5.1609
H 4.6100 4.0847 -5.0240
H 4.0499 3.1480 -6.4288
H 0.2697 3.8356 -3.2250
H 0.5554 4.7759 -5.7537
H 1.7036 3.8863 -6.7647
H 2.2411 5.2944 -5.8462
H 3.5839 0.2213 -5.2048
H 5.0234 -1.7613 -4.8318
H 6.1330 -2.0892 -2.6401
H 5.7952 -0.4331 -0.8309
H 4.3709 1.5623 -1.2220
C -4.9336 -4.2115 3.0126
Si -4.2413 -2.9210 1.8510
C -5.5704 -1.6455 1.5414
C -3.7908 -3.7542 0.2400
Si -2.3053 -1.8862 2.6848
Te -2.1486 -0.3015 0.6787
Si -0.7919 -3.5830 3.2728
C -0.3919 -4.6746 1.7977
C -1.6908 -4.6457 4.5305
C 0.7562 -3.0280 4.1663
Si -2.6590 -0.4618 4.5020
C -1.0317 0.2731 5.0435
C -3.8247 0.9089 4.0112
C -3.4147 -1.4565 5.8911
H -5.9372 -4.4873 2.6706
H -5.0184 -3.8493 4.0439
H -4.3232 -5.1200 3.0205
H -6.4442 -2.1331 1.0938
H -5.2220 -0.8651 0.8554
H -5.8913 -1.1612 2.4713
H -4.6879 -4.1675 -0.2360
H -3.0816 -4.5743 0.4011
H -3.3339 -3.0402 -0.4538
H -1.0896 -5.5204 1.7758
H 0.6238 -5.0796 1.8720
H -0.4809 -4.1478 0.8399
H -2.6947 -4.9332 4.2042
H -1.7864 -4.1382 5.4965
H -1.1130 -5.5639 4.6921
H 1.2672 -2.1858 3.7032
H 1.4598 -3.8669 4.2233
H 0.4985 -2.7396 5.1919
H -0.6058 0.8984 4.2499
H -0.3020 -0.5078 5.2864
H -1.1700 0.8987 5.9333
H -3.4054 1.5005 3.1889
H -4.0123 1.5772 4.8599
H -4.7869 0.5056 3.6754
H -2.7105 -2.1957 6.2865
H -4.3089 -1.9926 5.5519
H -3.7091 -0.7983 6.7162

119
Properties=species:S:1:pos:R:3 method="wB97M-V/def2-TZVPD" total_charge=-1 gap_ha="0.080 / 0.082" lumo_ha="0.0054 / 0.0057" multiplicity=2 homo_ev="-2.0 / -2.1" relative_energy_kcal_mol=231.5 e_tot_ha=-6656.7054
Al 11.4738 11.7013 12.0950
C 8.4905 11.0546 10.4765
C 8.2378 9.7580 10.8867
C 7.4410 8.7877 10.4828
C 9.4181 9.3444 11.7349
C 10.2083 8.2438 11.4174
C 11.2097 8.1268 12.3839
C 12.5365 7.2676 12.5640
C 12.2587 5.7804 12.8649
C 13.5526 7.3933 11.3278
N 10.8734 9.3566 13.3282
N 9.8331 10.1446 12.7710
B 11.3360 9.7326 14.9553
N 12.1374 10.8982 14.8522
N 11.8338 12.0093 13.9814
C 12.7396 12.9775 14.3383
C 13.6036 12.4891 15.2845
C 13.2940 11.1389 15.5244
C 13.7151 10.2575 16.7733
C 12.6543 9.7513 17.7097
C 14.7172 9.0936 16.4109
C 12.5583 14.5727 14.1881
C 11.9307 15.0616 12.7453
C 11.7638 15.0356 15.6167
N 9.9461 9.9441 15.7785
N 9.6991 11.2485 15.7164
C 8.4654 11.4034 16.1218
C 7.9328 10.1554 16.4264
C 8.8498 9.2108 16.1855
C 8.7521 7.7887 15.9739
C 10.0281 7.1285 16.4795
C 8.2503 7.5021 14.5572
C 7.7559 12.7005 16.1216
C 6.3159 12.6857 16.9042
C 7.4910 12.9252 14.6106
H 7.5957 11.5765 10.1940
H 9.2662 11.0667 9.7687
H 8.9551 11.3639 11.4477
H 6.1670 8.8372 16.9814
H 11.7439 10.2138 12.5447
H 7.7321 7.7729 10.6798
H 6.2488 12.2846 17.8744
H 10.4563 7.4277 10.7557
H 12.9473 7.7712 13.4411
H 11.1076 5.5430 12.9790
H 12.5599 5.3077 11.9770
H 12.6724 5.4398 13.8467
H 14.2798 8.0128 11.7200
H 13.9723 6.5009 11.0860
H 12.9980 7.6933 10.4592
H 11.8605 8.6493 14.9976
H 14.4765 12.8926 15.7839
H 14.3001 10.9411 17.3679
H 11.9084 9.0198 17.3710
H 13.1974 9.2368 18.5201
H 12.0167 10.6040 18.1061
H 14.6774 8.8054 15.3600
H 15.7950 9.3862 16.5689
H 14.4147 8.3448 17.0808
H 13.5701 14.8329 14.4163
H 10.8597 15.1240 13.0011
H 12.0952 16.0389 12.6554
H 12.0931 14.4823 11.8005
H 10.8949 15.6693 15.3930
H 11.3452 14.1698 16.0874
H 12.3812 15.7235 16.2710
H 6.9355 10.0044 16.7925
H 7.9963 7.5270 16.6492
H 10.9689 7.4315 16.0929
H 10.0908 7.5783 17.4617
H 10.2400 6.1066 16.5114
H 9.1186 7.6864 13.9006
H 8.0541 6.4363 14.5325
H 7.4956 8.0321 14.0241
H 8.3052 13.2886 16.7484
H 5.8230 13.6305 17.0747
H 12.9399 22.5362 12.7464
H 5.6959 12.1585 16.1201
H 8.1828 13.7183 14.2919
H 7.8281 11.9802 14.0087
H 6.5671 13.3077 14.2027
Te 13.1129 11.6571 10.0990
C 6.8754 7.0973 8.4458
Ge 6.0235 8.6649 8.9976
C 4.2669 9.0377 9.5195
C 6.5655 10.5087 8.2414
Ge 11.9544 22.4894 11.6244
C 11.8605 20.6680 11.1919
C 10.6886 20.4691 10.3537
C 10.3167 19.1918 9.9468
C 11.2098 18.1768 10.1217
C 12.4242 18.3102 10.8592
C 12.8025 19.6071 11.2734
C 13.5119 21.0986 7.5343
C 14.7339 20.6737 7.9913
C 15.0510 19.1126 8.2810
C 13.9272 18.3360 7.8825
C 12.6152 18.7689 7.5709
C 12.4397 20.1476 7.3257
H 7.9019 7.3125 8.7092
H 6.7665 6.8036 7.5261
H 6.5328 6.4743 9.1438
H 3.5602 9.8183 9.2259
H 3.8042 8.3468 10.2756
H 5.6771 4.0232 9.2946
H 7.5403 10.9592 8.2322
H 5.8380 10.9524 8.8575
H 5.9339 10.8333 7.2762
H 10.1160 21.3590 10.1468
H 9.3063 18.9843 9.5998
H 10.8842 17.2307 9.7793
H 13.0484 17.4903 11.1657
H 13.6682 19.8331 11.8756
H 15.5312 21.3378 8.5250
H 16.1231 18.7634 8.6155
H 13.8792 17.1363 8.0861
H 11.7656 18.0260 7.4050
H 11.3898 20.2785 7.1884
H 10.2378 12.7028 11.8136

117
Properties=species:S:1:pos:R:3 method="wB97M-V/def2-TZVPD" total_charge=+1 gap_ha=0.257 lumo_ha=-0.0790 homo_ev=-9.1 relative_energy_kcal_mol=35.2 e_tot_ha=-4974.6056
Zn -0.1642 -0.1372 0.7486
C 1.8359 -0.6430 -4.2446
C 1.2581 0.7492 -3.8531
C 1.5912 1.9163 -4.8184
P -0.4245 0.5249 -3.0485
C -1.6366 -0.2675 -4.3700
C -1.1333 -0.5946 -5.8179
C -2.3118 -1.4780 -3.7837
C -1.0750 2.1804 -2.8922
C -1.2722 2.9183 -4.0683
C -1.9472 4.1915 -4.0038
C -2.1121 4.7520 -2.7433
C -1.8299 4.0270 -1.5551
C -1.1928 2.7881 -1.6017
Si -0.1887 2.1268 -0.0708
C -0.7829 2.9466 1.5256
C -0.6333 4.2870 1.6549
C -1.2748 5.0383 2.6845
C -1.9658 4.3709 3.7083
C -2.0967 2.9760 3.6460
C -1.5297 2.2495 2.5929
P -1.6745 0.4647 2.4963
C -1.4204 -0.1791 4.2847
C -0.2784 0.5207 5.0265
C -1.1777 -1.6557 4.1052
C -3.4262 0.2328 1.8753
C -3.4144 0.1965 0.3289
C -4.5696 1.1879 2.3807
C 1.6499 2.6587 -0.2197
C 2.0042 3.9777 -0.6345
C 3.3447 4.4157 -0.6807
C 4.3854 3.4840 -0.4453
C 4.0592 2.1592 -0.0655
C 2.7379 1.7833 0.1098
P 2.3529 0.2076 0.9082
C 3.0965 -1.1480 -0.1575
C 3.1856 -2.4747 0.5495
C 4.4618 -0.9309 -0.7617
C 3.2751 0.2509 2.5105
C 3.1237 1.6536 3.2076
C 4.7460 -0.2698 2.6806
H 2.9121 -0.7810 -3.8986
H 1.8119 -0.8484 -5.3220
H 1.2589 -1.4626 -3.7668
H 1.7942 1.0196 -2.8677
H 0.9776 1.9136 -5.7286
H 2.6676 1.8430 -5.0316
H 1.5523 2.8970 -4.2684
H -2.2357 0.5986 -4.5091
H -0.6671 -1.5921 -5.9446
H -0.4732 0.2105 -6.1736
H -2.0116 -0.6383 -6.5053
H -1.6332 -2.2796 -3.5838
H -3.0554 -1.8538 -4.5203
H -2.8976 -1.3018 -2.8540
H -0.9775 2.5006 -5.0264
H -2.2482 4.6584 -4.9259
H -2.6096 5.6965 -2.6065
H -2.0568 4.4805 -0.5651
H 0.0159 4.8368 0.9344
H -1.1328 6.0853 2.7524
H -2.2490 4.8858 4.6018
H -2.5894 2.4428 4.4079
H -2.3374 -0.0001 4.8454
H 0.6789 -0.0445 4.8746
H -0.5104 0.4908 6.1192
H -0.0019 1.5290 4.7285
H -0.1517 -1.8469 3.8493
H -1.8457 -2.1254 3.4060
H -1.3705 -2.2167 5.0728
H -3.7845 -0.7836 2.1875
H -3.0574 1.1840 -0.0966
H -4.4051 -0.0421 -0.0764
H -2.7332 -0.6378 -0.0274
H -4.5768 2.1580 1.8607
H -4.5347 1.3281 3.4584
H -5.5258 0.7202 2.0949
H 1.2711 4.7770 -0.7315
H 3.5189 5.4656 -0.8096
H 5.3816 3.8393 -0.4062
H 4.8672 1.4710 0.2470
H 2.3961 -1.1450 -0.9942
H 4.2539 -2.6343 0.8303
H 2.9238 -3.2745 -0.1526
H 2.5374 -2.6698 1.3811
H 5.2372 -1.0156 0.0076
H 4.5755 -0.0125 -1.3490
H 4.5991 -1.7733 -1.4619
H 2.6954 -0.5212 3.0901
H 3.7754 2.3024 2.6768
H 3.5415 1.5898 4.2065
H 2.1128 2.1129 3.2517
H 4.8258 -0.5012 3.7722
H 5.5900 0.3128 2.3917
H 4.8221 -1.2763 2.1834
C -0.3867 -5.5180 -1.4602
C 0.0281 -4.0712 -1.1415
Sb -0.9067 -3.2071 0.6618
C 0.1097 -4.4395 2.1634
C -0.7885 -5.4076 2.9064
C -2.9056 -4.1838 0.4840
C -3.6903 -3.8356 -0.8092
H 0.0078 -5.8424 -2.4298
H -1.5034 -5.5949 -1.5268
H 0.0313 -6.2235 -0.7025
H -0.2533 -3.2847 -1.8947
H 1.1132 -4.0019 -0.8920
H 0.5688 -3.6852 2.8758
H 0.9773 -4.9693 1.6385
H -0.5738 -5.5206 3.9478
H -0.6189 -6.4047 2.5215
H -1.8577 -5.1047 2.8348
H -3.4323 -3.8403 1.4189
H -2.6140 -5.2428 0.6748
H -3.8035 -2.7419 -0.9305
H -4.6831 -4.2787 -0.7674
H -3.3156 -4.1309 -1.7898

125
Properties=species:S:1:pos:R:3 method="wB97M-V/def2-TZVPD" total_charge=-1 gap_ha=0.166 lumo_ha=0.0501 homo_ev=-3.2 relative_energy_kcal_mol=71.0 e_tot_ha=-5466.3101
Na 0.9184 1.3142 0.9662
C -5.7147 -4.4129 -2.0144
C -4.1954 -4.2350 -2.1968
C -3.7052 -4.5010 -3.6853
C -3.5722 -5.3938 -1.3416
C -3.6939 -2.9032 -1.7042
C -2.3073 -2.7503 -1.5874
C -1.7437 -1.6433 -1.0223
Se 0.1729 -1.6260 -0.6979
C 0.1693 -2.3436 1.0446
C 0.4137 -3.6994 1.1379
C 0.5026 -4.2776 2.3851
C 0.6061 -3.3830 3.4501
C 0.6667 -2.0001 3.4025
C 0.1900 -1.4152 2.1636
O -0.2122 -0.2346 2.0455
C 1.0042 -1.1862 4.6303
C -0.2025 -1.1361 5.5751
C 1.3718 0.2753 4.3076
C 2.1773 -1.8675 5.3455
C 0.4208 -5.7742 2.6860
C 1.6255 -6.2519 3.4687
C -0.8902 -6.0123 3.4782
C 0.3551 -6.6170 1.3866
C -2.5436 -0.4698 -0.7913
O -2.0293 0.7020 -0.6424
C -4.0024 -0.6242 -0.8578
C -4.5228 -1.8438 -1.2373
C -4.9764 0.5357 -0.5532
C -4.7082 1.1826 0.8214
C -4.8038 1.5547 -1.6650
C -6.4304 0.0301 -0.5445
H -6.0717 -5.4498 -2.1784
H -6.0426 -4.0947 -0.9930
H -6.2991 -3.7652 -2.7167
H -4.3200 -5.3188 -4.1260
H -3.8885 -3.5377 -4.2138
H -2.6603 -4.7318 -3.7167
H -4.0563 -6.3727 -1.5826
H -2.4802 -5.4551 -1.5332
H -3.6557 -5.1816 -0.2496
H -1.6209 -3.5227 -1.9904
H 0.4385 -4.3127 0.2592
H 0.6364 -3.8199 4.4589
H -1.1573 -0.8390 5.0621
H -0.4317 -2.1335 6.0024
H -0.0709 -0.4565 6.4446
H 0.5508 0.8754 3.8795
H 1.7336 0.8102 5.2454
H 2.2147 0.3174 3.6094
H 1.9702 -2.9228 5.5336
H 3.0952 -1.8476 4.7185
H 2.3322 -1.3645 6.3148
H 1.6590 -5.9343 4.5172
H 1.7068 -7.3345 3.3692
H 2.5476 -5.9453 2.9350
H -0.8112 -5.6690 4.5264
H -1.7476 -5.5256 2.9832
H -1.1278 -7.0852 3.4977
H 1.3226 -6.5053 0.8765
H 0.2193 -7.6873 1.6225
H -0.4606 -6.3182 0.7054
H -5.5783 -2.0301 -1.1885
H -3.6568 1.3926 0.9400
H -5.3206 2.1083 1.0072
H -4.9425 0.4422 1.6419
H -3.7993 2.0297 -1.6700
H -4.9443 1.0955 -2.6738
H -5.5510 2.3993 -1.6532
H -6.5606 -0.7222 0.2599
H -7.1017 0.8599 -0.3246
H -6.7943 -0.3778 -1.4644
N -0.6733 2.3625 -3.9496
C -1.3657 3.5834 -4.3074
C -0.3358 4.6792 -4.6501
N 0.2414 5.2642 -3.4688
H -1.0918 1.5248 -4.3573
H -0.5014 2.3171 -2.9557
H -2.0786 3.9521 -3.5619
H -1.9910 3.3833 -5.2023
H -0.8143 5.4971 -5.2384
H 0.4858 4.3391 -5.2940
H 0.2381 6.2735 -3.4858
H -0.2325 5.0117 -2.6049
O -0.1033 2.6550 -0.7570
H -0.4752 3.5044 -0.4603
H -0.8957 2.0612 -0.6926
O 3.1155 0.2345 0.9657
H 3.5830 1.1001 0.8607
H 3.8023 -0.4417 0.7587
C 4.9318 -0.7322 -3.5677
P 3.9215 0.7924 -3.7125
C 4.3310 1.2996 -5.4544
C 4.8676 1.9895 -2.7732
C 4.6712 3.3430 -3.0532
C 5.4963 4.2317 -2.3496
C 6.4810 3.8012 -1.4398
C 6.5463 2.4407 -1.1304
C 5.7009 1.5246 -1.7514
H 4.5179 -1.4118 -2.8030
H 6.0060 -0.4941 -3.3101
H 4.8311 -1.2971 -4.5074
H 5.4298 1.4958 -5.5098
H 3.7994 2.2458 -5.7419
H 4.0787 0.4810 -6.1550
H 3.9427 3.6119 -3.8018
H 5.3488 5.3168 -2.5164
H 7.1728 4.5708 -1.0541
H 7.1447 2.0873 -0.2971
H 5.7648 0.4650 -1.5404
S 3.0245 3.4010 1.2565
C 2.2609 4.7843 1.8347
N 1.9748 4.9903 3.1204
C 1.3086 6.1709 3.6782
C 0.6901 7.0195 2.5634
C 1.7801 7.1512 1.4993
N 2.0430 5.8016 0.9549
H 2.0484 4.1744 3.6960
H 2.0463 6.7824 4.1991
H 0.5417 5.8504 4.3733
H 0.4033 8.0490 2.9348
H -0.2721 6.6397 2.1712
H 2.7143 7.5414 1.9433
H 1.4248 7.8413 0.6990
H 2.5042 5.6776 0.0566